ORCA calculation (the ωB97M-V functional and the def2-TZVPD basis) on a 2-piece molecular cluster, C5H13NO2 overall.

The geometry in XYZ format:
```
21
Properties=species:S:1:pos:R:3
C 2.04 -1.55 0.79
C 0.96 -1.22 -0.17
N -0.22 -0.69 0.38
C -0.44 0.83 -1.69
C -1.18 -0.12 -0.57
C -2.33 0.70 0.02
O 1.04 -1.42 -1.29
H 2.57 -2.51 0.40
H 2.81 -0.73 0.82
H 1.69 -1.81 1.83
H -0.20 -0.46 1.28
H -0.26 1.91 -1.34
H 0.47 0.34 -1.97
H -1.17 0.85 -2.55
H -1.63 -1.06 -0.99
H -2.99 0.00 0.65
H -3.02 1.06 -0.72
H -1.99 1.58 0.71
H 1.37 1.53 2.30
H 0.96 1.15 0.75
O 1.52 1.62 1.37
```

Summary:
**Charge**: +1
**Total energy**: -403.16557 hartree
**⟨S²⟩**: 0.764
**Spin multiplicity**: 2
**Kohn-Sham gap (alpha / beta)**: 12.68 / 6.58 eV
**HOMO level (alpha / beta)**: -15.797 / -15.740 eV

Atom charges from the Mulliken analysis, given in e for atoms 1 to 2:
1. C -1.023
2. C 0.649